This record from the OMol25 dataset describes C36H52CoN3OP2 as an isolated structure in a non-equilibrium geometry. The level of theory is the ωB97M-V functional and the def2-TZVPD basis.

The geometry in XYZ format:
```
95
Properties=species:S:1:pos:R:3:forces:R:3
C -1.8095 1.5205 -2.1652 -0.59 -0.40 -0.44
C -1.3081 -0.7365 -2.8050 -0.90 1.42 1.20
C -2.6840 1.6029 -3.2554 -0.56 -0.07 0.36
C -2.1581 -0.6404 -3.9452 1.69 -0.16 0.58
C -2.8700 0.5062 -4.1131 0.37 1.37 -0.30
H -3.3069 2.4938 -3.3234 0.30 -0.10 -0.40
H -2.1339 -1.4191 -4.6933 -0.24 -0.19 0.09
H -3.4171 0.6440 -5.0303 -0.54 -0.04 0.06
N -1.2249 0.3524 -1.8973 -0.40 -0.83 -1.45
P -0.0042 2.3879 -0.2980 0.02 1.61 -0.39
P -0.4303 -2.2313 -0.6395 0.14 -1.40 -0.20
C -1.5490 2.7211 -1.2516 -0.36 -1.06 -0.40
H -1.5278 3.6359 -1.8575 0.00 -0.15 0.25
H -2.3923 2.7872 -0.5562 0.07 0.03 -0.03
C -0.7049 -1.9253 -2.3552 1.39 -0.41 -2.17
H -0.3401 -2.6569 -3.1284 -0.83 0.78 0.80
C 0.9570 -3.5853 -0.5931 -0.62 -0.20 -0.27
C -2.1168 -3.1047 -0.5151 0.31 -0.07 0.12
C 1.2646 3.1206 -1.5075 -0.28 0.00 0.70
C -0.2330 3.5507 1.1902 -0.26 0.32 -0.38
C 2.1885 -2.9013 -0.0124 0.13 -0.05 0.26
H 1.8987 -2.3358 0.8799 0.31 -0.14 -0.15
H 2.9275 -3.6710 0.2539 -0.10 0.22 -0.04
H 2.6501 -2.2082 -0.7086 0.09 -0.04 -0.02
C 0.6016 -4.7384 0.3572 0.08 -0.26 0.18
H 0.3445 -4.3715 1.3592 0.12 -0.17 -0.27
H -0.2079 -5.3788 -0.0164 0.28 0.29 0.20
H 1.4877 -5.3881 0.4741 -0.25 0.29 -0.09
C 1.2698 -4.1742 -1.9750 0.19 -0.12 0.13
H 2.1254 -4.8701 -1.8608 -0.39 0.29 -0.15
H 0.4217 -4.7321 -2.4063 0.39 0.18 0.17
H 1.5689 -3.3781 -2.6649 0.05 -0.32 0.01
C -2.3241 -3.5043 0.9369 -0.27 -0.15 0.22
H -2.2220 -2.6292 1.5847 -0.09 -0.15 0.02
H -3.3455 -3.8819 1.0342 0.03 -0.07 0.19
H -1.6349 -4.2754 1.2747 -0.19 0.05 -0.03
C -3.2514 -2.1375 -0.8741 -0.12 0.18 0.06
H -3.2790 -1.2776 -0.1966 0.03 -0.04 -0.12
H -3.2096 -1.7784 -1.9044 -0.11 -0.14 0.24
H -4.2018 -2.6755 -0.7542 0.19 0.08 0.02
C -2.1541 -4.2970 -1.4832 -0.53 -0.38 -0.10
H -1.5991 -4.1153 -2.4116 -0.27 -0.13 0.31
H -1.7861 -5.2274 -1.0328 -0.13 0.31 -0.17
H -3.2010 -4.4699 -1.7798 0.25 -0.09 0.12
C 1.1258 3.9281 1.7800 -0.12 0.11 0.25
H 0.9630 4.3709 2.7682 0.03 -0.04 -0.04
H 1.7411 3.0384 1.9185 0.15 0.07 0.03
H 1.6611 4.6694 1.1875 0.05 -0.24 0.14
C -1.0163 2.7983 2.2767 0.03 -0.07 0.10
H -2.0211 2.5005 1.9415 0.32 -0.05 0.09
H -0.4601 1.9202 2.6313 -0.28 0.17 -0.10
H -1.1474 3.4721 3.1415 0.03 -0.19 -0.32
C -1.0485 4.8221 0.8531 0.19 0.00 0.19
H -1.1772 5.3759 1.7979 -0.03 -0.05 -0.35
H -0.5393 5.4770 0.1364 -0.24 -0.17 0.29
H -2.0487 4.5732 0.4677 0.33 0.18 0.20
C 1.0386 2.6792 -2.9683 0.06 -0.01 0.18
H 1.7655 3.2297 -3.5784 -0.12 -0.09 0.01
H 1.2241 1.6153 -3.1236 -0.15 0.18 0.04
H 0.0412 2.9167 -3.3438 0.09 0.07 0.00
C 2.6453 2.6121 -1.0632 0.38 0.25 -0.24
H 2.7589 1.5400 -1.2730 0.12 0.82 0.20
H 3.3847 3.1571 -1.6669 0.10 -0.10 0.27
H 2.8562 2.7768 0.0044 -0.05 0.08 -0.39
C 1.2061 4.6495 -1.4807 0.39 0.24 -0.44
H 0.2098 5.0366 -1.7328 0.25 -0.11 0.04
H 1.5363 5.0854 -0.5322 -0.17 -0.13 -0.41
H 1.8923 5.0082 -2.2609 -0.10 0.11 0.16
Co -0.0671 0.1541 -0.3052 0.84 -0.36 0.50
C -1.0494 -0.1133 1.0972 -4.76 0.20 4.29
O -1.8725 -0.2247 1.9370 2.65 0.03 -2.55
N 1.5426 -0.0063 -1.3183 3.16 -4.50 -6.33
C 1.9126 -0.5856 -2.3288 -3.46 3.09 5.02
C 2.3646 -1.0555 -3.5849 1.08 -0.38 -1.64
C 3.7535 -0.8367 -3.6308 -0.30 0.24 0.09
C 1.7111 -1.5618 -4.7729 0.38 0.83 0.66
C 4.4910 -1.0276 -4.7865 0.16 -0.09 0.17
H 4.1944 -0.4272 -2.7139 0.19 -0.25 -0.53
C 2.4924 -1.7510 -5.9240 0.15 -0.07 0.06
H 0.6197 -1.6988 -4.8188 0.73 0.03 0.11
C 3.8735 -1.4919 -5.9519 0.00 0.25 1.14
H 5.5498 -0.7916 -4.6904 -0.16 -0.19 -0.53
H 2.0641 -2.1052 -6.8656 -0.24 0.10 0.53
H 4.4834 -1.6422 -6.8365 -0.32 -0.02 -0.02
C 1.5404 -0.9150 5.1902 0.26 0.47 -0.34
C 0.9867 -2.0830 4.6698 0.05 0.30 -0.20
C 0.6378 -2.1096 3.3193 0.42 0.44 0.56
N 0.9198 -1.1149 2.4805 0.30 0.44 -0.14
C 1.5085 -0.0016 2.9370 0.17 -0.30 1.27
C 1.7822 0.1596 4.3187 -0.01 0.02 -0.78
H 1.8242 -0.8358 6.2464 -0.22 -0.07 -0.47
H 0.8506 -2.9631 5.2830 -0.16 0.07 0.06
H 0.1311 -2.9714 2.9031 0.02 -0.03 -0.05
H 1.8048 0.7886 2.2107 -0.43 -0.73 0.48
H 2.2031 1.1187 4.6514 -0.15 -0.60 0.02
```
Positions in Å, forces in eV/Å.

Properties
HOMO energy (alpha / beta) (eV): -8.8 / -10.8
2S+1: 4
Calculated total energy (eV): -100890.7627
E_LUMO (alpha / beta) (eV): -2.9 / -3.9
Charge: +1
HOMO-LUMO gap (alpha / beta) (eV): 5.927 / 6.821